Record 1
The following is a DFT calculation (the ωB97M-V functional and the def2-TZVPD basis) of a molecular structure, C28H24FLiN6O3S2Se at a distorted geometry.

Cartesian coordinates (Å):
Li1 11.886 11.341 17.005
N1 8.861 9.770 14.864
C1 9.325 8.442 15.014
C2 8.918 7.233 14.490
C3 9.722 6.114 14.789
C4 10.788 6.143 15.707
C5 11.261 7.360 16.231
C6 10.518 8.520 15.850
N2 10.727 9.891 16.090
C7 9.740 10.562 15.528
C8 9.586 12.021 15.570
C9 8.656 12.884 15.000
S1 8.914 14.464 15.557
C10 10.330 13.927 16.395
N3 10.560 12.651 16.239
H1 7.925 9.992 14.500
H2 8.077 7.120 13.777
H3 9.463 5.151 14.338
H4 11.430 5.296 15.742
H5 12.246 7.431 16.679
H6 7.796 12.600 14.385
H7 10.957 14.544 16.971
F1 12.714 11.556 18.665
O1 20.336 11.356 11.978
S2 20.951 10.842 13.168
O2 22.180 11.559 13.474
O3 21.065 9.427 13.533
C11 20.050 11.151 14.796
N4 20.924 10.983 15.790
C12 20.401 10.982 17.012
C13 19.055 11.208 17.301
C14 18.218 11.244 16.160
N5 18.784 11.332 14.918
C15 16.753 11.275 16.268
C16 16.042 11.318 15.039
C17 14.679 11.331 15.112
N6 14.013 11.232 16.314
C18 14.679 11.344 17.438
C19 16.027 11.355 17.467
H8 21.105 10.831 17.781
H9 18.715 11.192 18.347
H10 16.586 11.409 14.070
H11 14.029 11.423 14.245
H12 13.866 11.515 18.325
H13 16.521 11.274 18.469
C20 11.861 11.067 5.829
C21 12.021 11.116 7.311
C22 10.932 11.499 8.115
C23 10.820 11.399 9.497
C24 9.658 12.011 10.254
C25 11.894 10.719 10.188
Se1 11.804 10.407 12.030
C26 13.099 10.380 9.398
C27 14.253 9.723 10.122
C28 13.118 10.573 8.014
H14 10.947 11.606 5.409
H15 11.651 10.024 5.609
H16 12.763 11.303 5.238
H17 10.049 11.798 7.561
H18 8.694 11.998 9.639
H19 9.879 13.072 10.450
H20 9.505 11.434 11.159
H21 14.038 8.665 10.244
H22 14.212 10.195 11.142
H23 15.175 9.875 9.566
H24 14.038 10.237 7.465

Atoms 1-2, force components in eV/Å:
1.285 -0.297 0.427
-0.478 -1.888 -0.078

Calculated values
- energy above the lowest of the compared OMol25 structures with the same formula, charge and spin (eV) = 1.8297
- net charge = -2
- F_max (eV/A) = 4.0
- total energy (Ha) = -4940.950380
- Kohn-Sham gap (eV) = 4.6
- HOMO energy (eV) = -1.56

***

Record 2
The following is a DFT calculation (the ωB97M-V functional and the def2-TZVPD basis) of a molecular structure, C28H24N2O4S2Ti at a distorted geometry.

Cartesian coordinates (Å):
Ti1 0.387 1.250 -0.545
O1 0.537 3.115 -0.775
C1 -0.656 3.704 -0.067
C2 -1.633 2.586 0.372
O2 -2.715 2.822 0.810
O3 -1.148 1.346 0.264
C3 -1.321 4.578 -1.106
C4 -1.151 5.957 -1.183
C5 -1.712 6.655 -2.241
C6 -2.412 5.985 -3.231
C7 -2.558 4.608 -3.173
C8 -2.008 3.905 -2.119
C9 -0.203 4.277 1.265
C10 0.858 3.655 1.929
C11 1.302 4.152 3.142
C12 0.653 5.230 3.727
C13 -0.451 5.793 3.109
C14 -0.880 5.326 1.878
H1 1.077 3.888 -1.039
H2 -0.603 6.491 -0.422
H3 -1.584 7.724 -2.299
H4 -2.845 6.539 -4.048
H5 -3.091 4.091 -3.955
H6 -2.122 2.822 -2.065
H7 1.356 2.764 1.504
H8 2.143 3.698 3.641
H9 0.998 5.614 4.673
H10 -0.988 6.599 3.584
H11 -1.744 5.767 1.408
C15 0.053 -2.375 -4.072
N1 -0.754 -2.125 -2.909
C16 -1.503 -3.062 -2.249
C17 -2.108 -2.449 -1.201
N2 -1.728 -1.133 -1.234
C18 -0.896 -0.946 -2.286
S1 -0.200 0.553 -2.780
H12 0.340 -3.423 -4.100
H13 0.951 -1.758 -4.035
H14 -0.498 -2.141 -4.985
H15 -1.554 -4.080 -2.574
H16 -2.775 -2.839 -0.458
H17 -2.038 -0.416 -0.574
C19 1.942 -9.142 3.457
C20 1.435 -7.932 2.776
O4 0.342 -7.470 2.786
S2 2.790 -7.167 1.769
C21 2.282 -5.570 1.248
C22 1.109 -4.953 1.689
C23 0.821 -3.666 1.310
C24 1.713 -2.945 0.502
C25 2.872 -3.579 0.026
C26 3.150 -4.873 0.392
C27 1.439 -1.603 0.216
C28 1.193 -0.422 -0.007
H18 1.184 -9.525 4.138
H19 2.860 -8.927 3.999
H20 2.164 -9.907 2.715
H21 0.424 -5.474 2.334
H22 -0.082 -3.190 1.662
H23 3.543 -3.040 -0.626
H24 4.044 -5.360 0.034

Atoms 1-2, force components in eV/Å:
1.537 -3.163 -1.612
0.773 1.282 -0.086

Calculated values
- energy above the lowest of the compared OMol25 structures with the same formula, charge and spin (eV) = 0.7537
- net charge = +2
- F_max (eV/A) = 3.9
- total energy (Ha) = -3137.146882
- Kohn-Sham gap (eV) = 5.4
- HOMO energy (eV) = -13.14

***

Record 3
The following is a DFT calculation (the ωB97M-V functional and the def2-TZVPD basis) of a molecular structure, C28H24N3ScSe at a distorted geometry.

Cartesian coordinates (Å):
Sc1 -0.420 0.189 -0.631
C1 2.692 -0.912 2.673
C2 1.328 -0.302 2.782
C3 1.188 1.079 2.888
C4 -0.066 1.653 3.006
C5 -1.205 0.860 2.986
C6 -1.074 -0.518 2.912
C7 0.186 -1.092 2.827
H1 3.261 -0.720 3.582
H2 3.229 -0.477 1.831
H3 2.623 -1.987 2.536
H4 2.072 1.702 2.904
H5 -0.155 2.722 3.139
H6 -2.186 1.308 3.084
H7 -1.951 -1.149 2.955
H8 0.284 -2.170 2.824
C8 0.324 -4.213 -0.024
C9 -0.876 -4.767 -0.449
C10 -1.959 -3.933 -0.651
C11 -1.822 -2.560 -0.435
N1 -0.652 -2.028 -0.038
C12 0.381 -2.845 0.166
C13 -2.919 -1.600 -0.673
C14 -3.982 -1.898 -1.524
C15 -4.871 -0.897 -1.874
C16 -4.714 0.359 -1.313
C17 -3.658 0.562 -0.435
N2 -2.759 -0.374 -0.133
H9 1.191 -4.828 0.160
H10 -0.965 -5.831 -0.606
H11 -2.904 -4.343 -0.966
H12 1.292 -2.371 0.509
H13 -4.079 -2.873 -1.975
H14 -5.641 -1.084 -2.608
H15 -5.352 1.179 -1.603
H16 -3.501 1.544 0.007
C18 0.042 4.661 0.192
C19 1.303 4.913 -0.329
C20 2.053 3.854 -0.788
C21 1.538 2.552 -0.751
N3 0.326 2.316 -0.194
C22 -0.388 3.352 0.246
C23 2.241 1.409 -1.354
C24 3.341 1.626 -2.194
C25 3.923 0.577 -2.872
C26 3.432 -0.705 -2.697
C27 2.359 -0.929 -1.848
C28 1.725 0.099 -1.129
H17 -0.588 5.458 0.551
H18 1.693 5.918 -0.367
H19 3.034 4.036 -1.189
H20 -1.359 3.111 0.670
H21 3.723 2.618 -2.372
H22 4.735 0.761 -3.560
H23 3.873 -1.529 -3.239
H24 2.000 -1.957 -1.766
Se1 -1.346 0.471 -2.843

Atoms 1-2, force components in eV/Å:
-0.901 0.445 -0.689
-0.033 0.073 0.012

Calculated values
- energy above the lowest of the compared OMol25 structures with the same formula, charge and spin (eV) = 0.8935
- F_max (eV/A) = 1.2
- total energy (Ha) = -4407.873007
- Kohn-Sham gap (eV) = 5.4
- HOMO energy (eV) = -5.78

***

Record 4
The following is a DFT calculation (the ωB97M-V functional and the def2-TZVPD basis) of a molecular structure, C28H24NO4PdSb.

Cartesian coordinates (Å):
Pd1 -1.548 -1.408 0.909
O1 -1.106 3.366 2.208
C1 -0.816 2.201 1.773
O2 -1.106 1.953 0.531
C2 -0.123 1.213 2.599
C3 0.526 1.660 3.734
C4 1.349 0.762 4.421
C5 1.485 -0.509 3.915
C6 0.746 -0.882 2.783
N1 -0.058 -0.052 2.135
C7 0.885 -2.295 2.254
O3 1.821 -2.972 2.572
O4 -0.063 -2.656 1.424
H1 0.426 2.686 4.055
H2 1.879 1.074 5.310
H3 2.134 -1.253 4.357
C8 -1.780 -2.713 -2.185
C9 -2.553 -3.347 -1.064
C10 -2.807 -4.712 -1.068
C11 -3.494 -5.328 -0.029
C12 -3.955 -4.595 1.059
C13 -3.726 -3.233 1.101
C14 -3.033 -2.620 0.047
Sb1 -3.595 -0.442 -0.410
C15 -1.538 3.187 -0.024
C16 -1.349 3.569 -1.296
C17 -1.433 4.965 -1.529
C18 -1.460 5.871 -0.433
C19 -1.594 5.465 0.854
C20 -1.949 4.046 1.107
C21 -3.388 3.865 1.569
C22 -5.679 -0.504 -0.222
C23 -6.223 -0.660 1.052
C24 -7.600 -0.683 1.206
C25 -8.412 -0.537 0.091
C26 -7.859 -0.367 -1.170
C27 -6.481 -0.347 -1.357
C28 -5.899 -0.190 -2.735
H4 -1.481 -3.463 -2.914
H5 -0.867 -2.224 -1.834
H6 -2.381 -1.964 -2.712
H7 -2.443 -5.308 -1.895
H8 -3.663 -6.395 -0.065
H9 -4.490 -5.081 1.863
H10 -4.090 -2.652 1.941
H11 -1.059 2.878 -2.075
H12 -1.348 5.344 -2.536
H13 -1.349 6.927 -0.643
H14 -1.602 6.157 1.685
H15 -3.557 4.411 2.496
H16 -3.626 2.810 1.720
H17 -4.044 4.270 0.799
H18 -5.591 -0.753 1.928
H19 -8.033 -0.808 2.189
H20 -9.488 -0.553 0.203
H21 -8.509 -0.255 -2.028
H22 -6.682 -0.036 -3.475
H23 -5.342 -1.081 -3.036
H24 -5.229 0.672 -2.799

Atoms 1-2, force components in eV/Å:
0.550 -0.438 -0.011
0.058 -0.193 -0.103

Calculated values
- multiplicity = 5
- energy above the lowest of the compared OMol25 structures with the same formula, charge and spin (eV) = 0.0628
- net charge = +2
- F_max (eV/A) = 0.7
- total energy (Ha) = -1804.500805
- Kohn-Sham gap (spin up / spin down) (eV) = 6.2 / 5.7
- HOMO energy (spin up / spin down) (eV) = -13.36 / -14.37
- <S²> = 6.062

***

- Number 4 is which compound?
  C28H24NO4PdSb

***

- What is the energy above the lowest of the compared OMol25 structures with the same formula, charge and spin in the first record?
  1.8297 eV

***

- Among the records above, which one has the highest energy above the lowest of the compared OMol25 structures with the same formula, charge and spin?
  C28H24FLiN6O3S2Se

***

- What is the F_max in the second record?
  3.9 eV/A